The following is a quantum chemistry calculation of a 16-piece molecular cluster, C69H168N16O9 overall, from OMol25.

Properties
HOMO energy ... -8.05 eV
Multiplicity ... 1
Net charge ... 0
ΔE to the lowest compared entry with this formula, charge and spin ... 57.8 kcal/mol
Lowest unoccupied orbital energy ... -0.0013 Eh
Total energy ... -4283.052915 Eh

Bonds (Å) are listed after each position.
Element x y z (Å)
1 C 6.49 4.09 0.52  C2 1.558, H8 1.090, H9 1.090, H10 1.090
2 C 6.43 2.66 1.12  C1 1.558, N3 1.464, H11 1.090, H12 1.090
3 N 5.38 2.40 2.10  C2 1.464, C4 1.482, C6 1.448
4 C 5.68 2.97 3.43  N3 1.482, C5 1.540, H13 1.090, H14 1.090
5 C 6.94 2.42 4.12  C4 1.540, H15 1.090, H16 1.090, H17 1.090
6 C 4.01 2.71 1.74  N3 1.448, C7 1.521, H18 1.090, H19 1.090
7 C 3.55 1.81 0.59  C6 1.521, H20 1.090, H21 1.090, H22 1.090
8 H 7.29 4.25 -0.21  C1 1.090
9 H 6.55 4.86 1.30  C1 1.090
10 H 5.56 4.21 -0.03  C1 1.090
11 H 6.43 1.92 0.31  C2 1.090
12 H 7.43 2.52 1.54  C2 1.090
13 H 5.78 4.05 3.34  C4 1.090
14 H 4.85 2.77 4.11  C4 1.090
15 H 6.82 1.34 4.18  C5 1.090
16 H 7.84 2.70 3.57  C5 1.090
17 H 7.05 2.78 5.14  C5 1.090
18 H 3.97 3.79 1.64  C6 1.090
19 H 3.42 2.43 2.61  C6 1.090
20 H 2.53 2.00 0.26  C7 1.090
21 H 3.61 0.78 0.95  C7 1.090
22 H 4.22 1.89 -0.27  C7 1.090
23 C 4.29 -2.09 1.97  C24 1.528, H30 1.090, H31 1.090, H32 1.090
24 C 4.29 -1.30 3.28  C23 1.528, N25 1.483, H33 1.090, H34 1.090
25 N 4.95 -2.01 4.40  C24 1.483, C26 1.438, C28 1.456
26 C 4.57 -3.38 4.63  N25 1.438, C27 1.537, H35 1.090, H36 1.090
27 C 3.07 -3.49 4.99  C26 1.537, H37 1.090, H38 1.090, H39 1.090
28 C 4.97 -1.18 5.59  N25 1.456, C29 1.527, H40 1.090, H41 1.090
29 C 6.05 -1.67 6.55  C28 1.527, H42 1.090, H43 1.090, H44 1.090
30 H 3.59 -2.92 1.95  C23 1.090
31 H 5.28 -2.48 1.71  C23 1.090
32 H 3.96 -1.39 1.20  C23 1.090
33 H 4.70 -0.30 3.22  C24 1.090
34 H 3.24 -1.16 3.53  C24 1.090
35 H 4.84 -3.96 3.75  C26 1.090
36 H 5.12 -3.84 5.45  C26 1.090
37 H 2.71 -2.88 5.81  C27 1.090
38 H 2.40 -3.17 4.20  C27 1.090
39 H 2.77 -4.50 5.27  C27 1.090
40 H 4.02 -0.98 6.09  C28 1.090
41 H 5.21 -0.17 5.25  C28 1.090
42 H 6.15 -0.92 7.34  C29 1.090
43 H 7.01 -1.87 6.07  C29 1.090
44 H 5.66 -2.59 6.98  C29 1.090
45 C -7.84 -0.47 -3.91  C46 1.527, H52 1.090, H53 1.090, H54 1.090
46 C -7.21 -0.82 -2.56  C45 1.527, N47 1.492, H55 1.090, H56 1.090
47 N -7.18 -2.29 -2.31  C46 1.492, C48 1.473, C50 1.453
48 C -8.53 -2.85 -2.07  N47 1.473, C49 1.528, H57 1.090, H58 1.090
49 C -8.54 -4.37 -2.14  C48 1.528, H59 1.090, H60 1.090, H61 1.090
50 C -6.25 -2.63 -1.25  N47 1.453, C51 1.535, H62 1.090, H63 1.090
51 C -6.38 -2.04 0.17  C50 1.535, H64 1.090, H65 1.090, H66 1.090
52 H -7.62 0.58 -4.09  C45 1.090
53 H -8.92 -0.62 -3.92  C45 1.090
54 H -7.35 -1.01 -4.72  C45 1.090
55 H -6.18 -0.47 -2.57  C46 1.090
56 H -7.70 -0.36 -1.71  C46 1.090
57 H -8.93 -2.60 -1.09  C48 1.090
58 H -9.26 -2.52 -2.81  C48 1.090
59 H -8.00 -4.85 -1.33  C49 1.090
60 H -9.59 -4.67 -2.04  C49 1.090
61 H -8.20 -4.85 -3.06  C49 1.090
62 H -5.29 -2.34 -1.67  C50 1.090
63 H -6.19 -3.70 -1.06  C50 1.090
64 H -7.35 -2.18 0.65  C51 1.090
65 H -6.14 -0.98 0.09  C51 1.090
66 H -5.57 -2.43 0.79  C51 1.090
67 C 3.54 -1.69 -2.53  C68 1.513, H74 1.090, H75 1.090, H76 1.090
68 C 4.78 -2.18 -1.81  C67 1.513, N69 1.461, H77 1.090, H78 1.090
69 N 5.97 -1.42 -2.15  C68 1.461, C70 1.500, C72 1.475
70 C 7.20 -2.21 -1.81  N69 1.500, C71 1.528, H79 1.090, H80 1.090
71 C 7.42 -3.53 -2.55  C70 1.528, H81 1.090, H82 1.090, H83 1.090
72 C 5.95 -0.05 -1.59  N69 1.475, C73 1.498, H84 1.090, H85 1.090
73 C 7.10 0.79 -2.08  C72 1.498, H86 1.090, H87 1.090, H88 1.090
74 H 3.08 -0.81 -2.07  C67 1.090
75 H 2.89 -2.56 -2.53  C67 1.090
76 H 3.86 -1.41 -3.53  C67 1.090
77 H 4.69 -2.05 -0.74  C68 1.090
78 H 4.88 -3.25 -1.99  C68 1.090
79 H 7.12 -2.41 -0.74  C70 1.090
80 H 8.08 -1.59 -1.98  C70 1.090
81 H 8.32 -4.03 -2.22  C71 1.090
82 H 7.37 -3.44 -3.64  C71 1.090
83 H 6.57 -4.19 -2.38  C71 1.090
84 H 5.04 0.38 -2.01  C72 1.090
85 H 5.79 -0.01 -0.52  C72 1.090
86 H 7.33 0.62 -3.13  C73 1.090
87 H 6.84 1.84 -1.98  C73 1.090
88 H 7.97 0.60 -1.44  C73 1.090
89 C -0.25 -3.78 6.59  C90 1.516, H96 1.090, H97 1.090, H98 1.090
90 C -1.51 -4.15 5.85  C89 1.516, N91 1.496, H99 1.090, H100 1.090
91 N -1.29 -4.28 4.37  C90 1.496, C92 1.480, C94 1.419
92 C -1.27 -2.97 3.68  N91 1.480, C93 1.575, H101 1.090, H102 1.090
93 C -2.64 -2.21 3.84  C92 1.575, H103 1.090, H104 1.090, H105 1.090
94 C -0.31 -5.17 3.89  N91 1.419, C95 1.528, H106 1.090, H107 1.090
95 C -0.46 -6.58 4.46  C94 1.528, H108 1.090, H109 1.090, H110 1.090
96 H -0.40 -3.87 7.67  C89 1.090
97 H 0.03 -2.76 6.30  C89 1.090
98 H 0.65 -4.36 6.38  C89 1.090
99 H -1.87 -5.14 6.15  C90 1.090
100 H -2.28 -3.41 6.06  C90 1.090
101 H -0.40 -2.40 4.02  C92 1.090
102 H -1.13 -3.11 2.61  C92 1.090
103 H -2.81 -1.90 4.87  C93 1.090
104 H -2.85 -1.33 3.23  C93 1.090
105 H -3.44 -2.93 3.65  C93 1.090
106 H 0.70 -4.80 4.02  C94 1.090
107 H -0.43 -5.23 2.80  C94 1.090
108 H -1.42 -7.06 4.28  C95 1.090
109 H -0.34 -6.61 5.54  C95 1.090
110 H 0.34 -7.17 4.00  C95 1.090
111 C 0.72 -0.36 1.17  C112 1.569, H118 1.090, H119 1.090, H120 1.090
112 C -0.63 -0.90 0.57  C111 1.569, N113 1.480, H121 1.090, H122 1.090
113 N -1.13 -0.01 -0.50  C112 1.480, C114 1.475, C116 1.477
114 C -0.24 0.15 -1.66  N113 1.475, C115 1.535, H123 1.090, H124 1.090
115 C 0.25 -1.16 -2.29  C114 1.535, H125 1.090, H126 1.090, H127 1.090
116 C -2.54 -0.32 -0.83  N113 1.477, C117 1.546, H128 1.090, H129 1.090
117 C -3.29 0.97 -1.21  C116 1.546, H130 1.090, H131 1.090, H132 1.090
118 H 0.87 -0.94 2.08  C111 1.090
119 H 0.71 0.71 1.36  C111 1.090
120 H 1.52 -0.60 0.48  C111 1.090
121 H -0.44 -1.93 0.27  C112 1.090
122 H -1.28 -0.81 1.44  C112 1.090
123 H -0.73 0.71 -2.46  C114 1.090
124 H 0.62 0.78 -1.42  C114 1.090
125 H 0.99 -1.02 -3.07  C115 1.090
126 H 0.68 -1.82 -1.52  C115 1.090
127 H -0.52 -1.74 -2.79  C115 1.090
128 H -3.04 -0.80 0.01  C116 1.090
129 H -2.39 -1.07 -1.61  C116 1.090
130 H -4.35 0.78 -1.38  C117 1.090
131 H -2.91 1.52 -2.07  C117 1.090
132 H -3.27 1.73 -0.43  C117 1.090
133 C -4.96 2.81 -3.94  C134 1.523, H140 1.090, H141 1.090, H142 1.090
134 C -5.98 2.84 -2.81  C133 1.523, N135 1.433, H143 1.090, H144 1.090
135 N -5.77 3.94 -1.91  C134 1.433, C136 1.453, C138 1.489
136 C -6.72 3.84 -0.82  N135 1.453, C137 1.495, H145 1.090, H146 1.090
137 C -6.25 2.79 0.13  C136 1.495, H147 1.090, H148 1.090, H149 1.090
138 C -5.79 5.30 -2.52  N135 1.489, C139 1.558, H150 1.090, H151 1.090
139 C -7.08 5.73 -3.27  C138 1.558, H152 1.090, H153 1.090, H154 1.090
140 H -4.84 1.82 -4.39  C133 1.090
141 H -3.99 3.08 -3.52  C133 1.090
142 H -5.32 3.54 -4.66  C133 1.090
143 H -6.98 2.98 -3.21  C134 1.090
144 H -5.97 1.88 -2.29  C134 1.090
145 H -6.75 4.76 -0.23  C136 1.090
146 H -7.67 3.58 -1.28  C136 1.090
147 H -5.22 2.92 0.46  C137 1.090
148 H -6.72 2.93 1.10  C137 1.090
149 H -6.50 1.80 -0.24  C137 1.090
150 H -4.94 5.34 -3.20  C138 1.090
151 H -5.62 6.10 -1.79  C138 1.090
152 H -6.98 6.69 -3.78  C139 1.090
153 H -7.92 5.68 -2.58  C139 1.090
154 H -7.33 5.06 -4.09  C139 1.090
155 C -2.64 1.49 2.54  C156 1.527, H160 1.090, H161 1.090, H162 1.090
156 C -2.84 2.97 2.86  C155 1.527, O157 1.239, N158 1.307
157 O -3.93 3.49 3.12  C156 1.239
158 N -1.70 3.61 2.88  C156 1.307, C159 1.467, H163 1.010
159 C -1.54 4.97 3.40  N158 1.467, H164 1.090, H165 1.090, H166 1.090
160 H -3.60 0.97 2.51  C155 1.090
161 H -2.05 0.99 3.30  C155 1.090
162 H -2.13 1.32 1.58  C155 1.090
163 H -0.85 3.07 2.78  N158 1.010
164 H -0.62 4.98 3.98  C159 1.090
165 H -2.40 5.30 4.00  C159 1.090
166 H -1.50 5.74 2.63  C159 1.090
167 C -3.18 5.46 0.07  C168 1.511, H172 1.090, H173 1.090, H174 1.090
168 C -3.90 6.45 0.94  C167 1.511, O169 1.223, N170 1.337
169 O -3.84 7.64 0.66  C168 1.223
170 N -4.66 6.00 1.95  C168 1.337, C171 1.433, H175 1.010
171 C -5.31 6.83 2.92  N170 1.433, H176 1.090, H177 1.090, H178 1.090
172 H -3.78 4.57 -0.11  C167 1.090
173 H -2.27 5.22 0.61  C167 1.090
174 H -2.96 5.92 -0.90  C167 1.090
175 H -4.62 5.02 2.17  N170 1.010
176 H -5.44 6.26 3.84  C171 1.090
177 H -6.28 7.14 2.56  C171 1.090
178 H -4.78 7.76 3.12  C171 1.090
179 C 1.15 0.34 5.17  C180 1.502, H184 1.090, H185 1.090, H186 1.090
180 C 1.33 1.72 4.61  C179 1.502, O181 1.217, N182 1.349
181 O 0.80 1.98 3.54  C180 1.217
182 N 2.04 2.58 5.37  C180 1.349, C183 1.490, H187 1.010
183 C 2.53 3.93 4.99  N182 1.490, H188 1.090, H189 1.090, H190 1.090
184 H 1.96 0.05 5.84  C179 1.090
185 H 0.96 -0.43 4.42  C179 1.090
186 H 0.18 0.28 5.66  C179 1.090
187 H 2.30 2.23 6.28  N182 1.010
188 H 2.69 4.16 3.94  C183 1.090
189 H 3.44 4.18 5.54  C183 1.090
190 H 1.83 4.67 5.40  C183 1.090
191 C -2.79 -4.27 0.11  C192 1.512, H196 1.090, H197 1.090, H198 1.090
192 C -2.23 -4.32 -1.30  C191 1.512, O193 1.245, N194 1.315
193 O -2.66 -3.61 -2.22  C192 1.245
194 N -1.20 -5.14 -1.43  C192 1.315, C195 1.503, H199 1.010
195 C -0.41 -5.31 -2.70  N194 1.503, H200 1.090, H201 1.090, H202 1.090
196 H -2.46 -5.14 0.67  C191 1.090
197 H -3.87 -4.25 -0.05  C191 1.090
198 H -2.38 -3.39 0.61  C191 1.090
199 H -1.05 -5.86 -0.75  N194 1.010
200 H 0.23 -4.47 -2.98  C195 1.090
201 H -1.05 -5.48 -3.56  C195 1.090
202 H 0.35 -6.06 -2.50  C195 1.090
203 C -0.03 -2.31 -8.03  C204 1.507, H208 1.090, H209 1.090, H210 1.090
204 C 1.46 -2.21 -8.23  C203 1.507, O205 1.195, N206 1.348
205 O 1.88 -2.09 -9.35  C204 1.195
206 N 2.31 -2.21 -7.18  C204 1.348, C207 1.460, H211 1.010
207 C 2.00 -2.28 -5.76  N206 1.460, H212 1.090, H213 1.090, H214 1.090
208 H -0.31 -1.28 -7.82  C203 1.090
209 H -0.27 -3.00 -7.22  C203 1.090
210 H -0.50 -2.64 -8.95  C203 1.090
211 H 3.29 -2.13 -7.40  N206 1.010
212 H 2.49 -1.54 -5.13  C207 1.090
213 H 2.29 -3.27 -5.42  C207 1.090
214 H 0.96 -2.04 -5.55  C207 1.090
215 C -0.44 1.86 -7.09  C216 1.534, H220 1.090, H221 1.090, H222 1.090
216 C -0.79 0.89 -5.95  C215 1.534, O217 1.209, N218 1.316
217 O 0.05 0.66 -5.11  C216 1.209
218 N -2.02 0.43 -5.89  C216 1.316, C219 1.455, H223 1.010
219 C -2.49 -0.45 -4.84  N218 1.455, H224 1.090, H225 1.090, H226 1.090
220 H -1.14 1.68 -7.91  C215 1.090
221 H 0.52 1.58 -7.51  C215 1.090
222 H -0.53 2.88 -6.72  C215 1.090
223 H -2.74 0.61 -6.58  N218 1.010
224 H -2.19 -0.17 -3.83  C219 1.090
225 H -2.18 -1.47 -5.05  C219 1.090
226 H -3.58 -0.37 -4.79  C219 1.090
227 C 0.23 3.56 -0.07  C228 1.496, H232 1.090, H233 1.090, H234 1.090
228 C 1.02 4.74 0.41  C227 1.496, O229 1.205, N230 1.322
229 O 0.61 5.44 1.30  C228 1.205
230 N 2.13 5.05 -0.25  C228 1.322, C231 1.448, H235 1.010
231 C 2.98 6.18 0.08  N230 1.448, H236 1.090, H237 1.090, H238 1.090
232 H 0.83 2.84 -0.63  C227 1.090
233 H -0.68 3.86 -0.59  C227 1.090
234 H -0.11 3.00 0.80  C227 1.090
235 H 2.39 4.40 -0.97  N230 1.010
236 H 3.08 6.83 -0.79  C231 1.090
237 H 3.98 5.80 0.25  C231 1.090
238 H 2.84 6.74 1.00  C231 1.090
239 C 1.93 -4.57 0.15  C240 1.554, H244 1.090, H245 1.090, H246 1.090
240 C 2.60 -5.65 1.04  C239 1.554, O241 1.224, N242 1.330
241 O 3.73 -5.48 1.48  C240 1.224
242 N 1.87 -6.75 1.22  C240 1.330, C243 1.519, H247 1.010
243 C 2.28 -7.94 2.07  N242 1.519, H248 1.090, H249 1.090, H250 1.090
244 H 1.51 -5.12 -0.70  C239 1.090
245 H 2.52 -3.76 -0.28  C239 1.090
246 H 1.13 -4.05 0.68  C239 1.090
247 H 0.94 -6.79 0.82  N242 1.010
248 H 3.22 -8.40 1.75  C243 1.090
249 H 1.53 -8.69 1.83  C243 1.090
250 H 2.36 -7.66 3.12  C243 1.090
251 C 3.33 1.67 -4.51  C252 1.522, H256 1.090, H257 1.090, H258 1.090
252 C 2.53 2.65 -3.65  C251 1.522, O253 1.212, N254 1.297
253 O 3.06 3.22 -2.72  C252 1.212
254 N 1.35 2.95 -4.09  C252 1.297, C255 1.474, H259 1.010
255 C 0.48 3.98 -3.49  N254 1.474, H260 1.090, H261 1.090, H262 1.090
256 H 3.46 2.11 -5.50  C251 1.090
257 H 2.83 0.72 -4.73  C251 1.090
258 H 4.34 1.53 -4.15  C251 1.090
259 H 0.92 2.18 -4.58  N254 1.010
260 H 1.11 4.65 -2.91  C255 1.090
261 H -0.25 3.46 -2.87  C255 1.090
262 H -0.20 4.54 -4.14  C255 1.090